# 1
# C36H100N9O10Ti

A molecular structure, C36H100N9O10Ti at a distorted geometry (ωB97M-V with the def2-TZVPD basis set, the Open Molecules 2025 dataset).

ORCA input file:
```
! wB97M-V def2-TZVPD RIJCOSX def2/J DEFGRID3
* xyz 0 4
Ti -1.443 0.733 1.310
O -0.333 4.581 -2.715
O 0.484 4.452 3.181
O 0.158 0.048 -0.237
O 3.036 0.232 -7.424
O -3.422 -3.887 4.573
O 1.370 -4.440 2.170
O -5.472 2.564 2.804
O 3.615 1.111 2.031
O 4.441 -3.410 -1.510
O -1.251 -3.124 -2.568
N -1.263 0.874 -2.545
N 0.970 -0.767 2.452
N 1.142 -1.836 -2.464
N -3.252 2.095 0.817
N -0.897 1.000 3.629
N -3.207 -1.000 2.339
N 2.301 2.082 -0.403
N -2.453 -1.172 -0.598
N 2.569 0.551 -3.807
C -3.276 -5.266 4.304
C -3.326 4.392 0.260
C 3.503 -2.424 -1.857
C 1.878 -4.225 -2.548
C 2.477 2.491 -5.288
C 4.431 -3.880 -0.195
C -1.961 -3.581 -3.793
C 1.525 -2.042 2.767
C -0.543 5.412 3.036
C 4.689 1.885 2.628
C 2.440 0.973 -5.197
C 0.241 3.097 2.812
C -1.826 -3.526 -1.333
C 3.634 1.616 -0.512
C 1.033 4.630 -2.385
C -0.559 2.411 3.999
C -0.596 2.055 -3.049
C 1.405 -2.205 4.326
C -4.784 2.924 4.004
C 3.908 0.627 0.694
C 0.898 -5.346 1.194
C -3.653 3.366 1.295
C -2.900 -2.541 -0.658
C 0.695 -3.180 2.156
C -0.881 3.349 -2.197
C 3.930 -0.155 -8.462
C -3.034 -1.856 3.489
C -4.225 -2.456 -1.427
C -5.163 3.331 1.622
C 4.604 2.770 -0.583
C -0.956 2.166 -4.523
C 3.554 0.301 -6.115
C 2.016 -2.882 -1.887
C 0.228 2.404 5.322
C -3.778 -3.223 3.362
C -3.525 -1.062 4.696
H -3.983 1.481 1.147
H 1.651 2.917 -4.718
H -3.056 -0.088 4.836
H -3.215 3.702 2.236
H 1.101 4.573 -1.298
H 0.846 -4.575 -2.514
H -2.398 -0.700 -1.489
H 2.095 -4.315 -3.612
H 1.388 5.491 -2.951
H -2.556 -5.594 3.554
H -1.958 2.577 -4.650
H 5.583 1.264 2.666
H -0.111 0.407 3.402
H 2.071 1.251 -3.276
H -3.511 -3.752 2.447
H 3.804 -2.233 -2.887
H 1.094 -1.111 -1.763
H -1.274 0.548 4.450
H -0.980 -3.474 -0.647
H -3.972 -2.008 -2.388
H -0.972 1.292 -5.173
H 3.878 -0.678 -5.763
H 3.640 -1.487 -1.318
H -4.853 -3.089 3.488
H -4.603 3.981 4.200
H -4.159 -0.742 2.123
H 1.779 -0.186 2.613
H -4.598 -0.873 4.706
H 5.051 -3.253 0.446
H 0.007 6.346 3.157
H 2.204 2.819 -6.291
H -2.899 -1.525 1.533
H 3.187 -0.178 0.551
H -1.310 5.400 3.810
H 3.270 -0.347 -9.308
H -5.767 2.882 0.834
H 4.981 2.782 2.081
H 2.087 -0.330 -3.704
H 1.385 -6.318 1.274
H -0.990 0.058 -3.074
H -0.630 3.174 -1.151
H 4.860 -4.875 -0.073
H -5.491 4.366 1.715
H 3.409 3.007 -5.057
H 1.021 -4.982 0.175
H -3.961 4.408 -0.625
H 4.395 -1.105 -8.199
H 1.245 2.697 2.673
H -4.260 -5.643 4.024
H -1.449 -1.186 -0.486
H -1.969 -2.083 3.513
H 2.219 2.270 0.586
H 4.740 3.100 -1.613
H -3.788 2.495 3.890
H -0.177 -5.465 1.334
H 3.686 1.179 -1.509
H -3.056 -2.987 0.324
H 1.572 1.389 -0.497
H 0.433 -3.091 1.102
H 1.030 -0.624 1.454
H 1.233 2.057 5.080
H -2.970 -5.730 5.241
H 1.524 0.527 -5.586
H 1.608 -3.259 4.517
H -5.207 2.495 4.912
H -2.981 -3.250 -3.984
H 0.421 -2.134 4.789
H 4.333 2.215 3.604
H 5.641 2.539 -0.337
H -1.969 3.325 -2.142
H -0.349 2.884 -5.075
H -1.018 5.509 2.060
H 1.689 3.812 -2.681
H -0.803 0.687 -1.665
H 2.568 -2.098 2.455
H 4.468 0.892 -6.056
H -0.280 1.740 6.021
H 4.661 0.603 -8.745
H -1.459 3.004 4.161
H 3.495 -4.086 0.325
H -0.246 3.018 1.840
H 2.360 -5.066 -2.049
H -3.354 5.333 0.810
H -1.459 -3.245 -4.701
H -3.549 2.074 -0.148
H 1.732 -3.003 -0.841
H -3.309 -1.568 5.637
H -4.922 -1.846 -0.852
H 4.152 3.509 0.079
H 0.222 -2.247 -2.403
H -1.987 -4.666 -3.688
H -4.611 -3.472 -1.507
H 4.883 0.142 0.642
H 2.039 -1.487 4.847
H -0.227 -3.423 2.686
H 0.465 1.851 -2.903
H 0.540 -0.839 -0.087
H -2.276 4.297 -0.017
H -2.334 -4.490 -1.300
H 0.313 3.396 5.765
*
```

Calculated values
**Electronic energy**: -3525.92694 a.u.
**F_max**: 3.081 eV/A
**HOMO-LUMO gap (alpha / beta)**: 4.15 / 8.61 eV
**Energy above the lowest of the compared OMol25 structures with the same formula, charge and spin**: 0.00 kJ/mol
**Expectation value of S²**: 3.75
**LUMO level (alpha / beta)**: 0.342 / 0.300 eV

Results of the Mulliken charge analysis, in e, for atoms 1 through 6:
1 Ti 1.078
2 O -0.484
3 O -0.515
4 O 5.300
5 O -0.331
6 O -0.357



# 2
# C36H102As3F21N12O22

A molecular structure, C36H102As3F21N12O22 at a distorted geometry (ωB97M-V with the def2-TZVPD basis set, the Open Molecules 2025 dataset).

ORCA input file:
```
! wB97M-V def2-TZVPD RIJCOSX def2/J DEFGRID3
* xyz 0 1
As -18.015 -16.598 -11.510
As -14.065 -7.253 -10.648
As -14.010 -11.203 -6.718
F -10.260 -21.675 -5.043
F -15.707 -6.654 -10.868
F -14.666 -8.871 -11.017
F -13.247 -9.991 -7.655
F -12.418 -7.778 -10.494
F -15.261 -11.333 -7.937
F -13.473 -5.623 -10.438
F -14.838 -12.474 -5.806
F -17.719 -15.167 -10.507
F -14.275 -7.319 -8.940
F -19.547 -16.819 -10.705
F -17.219 -17.545 -10.269
F -13.776 -7.117 -12.359
F -8.679 -20.581 -4.001
F -18.818 -15.639 -12.694
F -14.896 -10.008 -5.832
F -13.033 -12.360 -7.586
F -10.584 -20.913 -3.032
F -16.513 -16.374 -12.326
F -12.792 -11.191 -5.479
F -18.354 -18.066 -12.373
O -10.181 -14.334 -8.498
O -12.297 -18.311 -12.386
O -11.026 -15.814 -9.886
O -11.982 -11.636 -14.074
O -13.103 -15.494 -14.170
O -12.963 -16.067 -6.143
O -13.400 -13.710 -15.396
O -10.843 -19.402 -13.582
O -6.884 -11.505 -9.139
O -10.041 -14.011 -10.648
O -15.382 -18.553 -5.786
O -13.519 -15.706 -16.300
O -10.636 -18.216 -4.168
O -13.864 -13.041 -11.103
O -12.703 -9.572 -13.976
O -16.122 -12.144 -15.013
O -18.360 -10.514 -11.448
O -13.627 -20.960 -11.665
O -18.725 -12.427 -7.373
O -11.570 -10.427 -12.267
O -11.684 -19.623 -5.573
O -10.519 -19.192 -11.434
N -19.768 -14.729 -6.429
N -9.247 -11.501 -10.833
N -13.000 -18.430 -4.436
N -11.216 -18.946 -12.479
N -10.404 -14.730 -9.681
N -20.364 -8.800 -11.717
N -11.483 -21.947 -10.473
N -10.718 -15.401 -4.134
N -13.722 -10.717 -15.749
N -13.371 -14.973 -15.303
N -13.512 -15.871 -11.443
N -12.062 -10.543 -13.443
C -9.180 -10.816 -9.473
C -10.566 -10.717 -8.910
C -10.480 -19.320 -4.879
C -14.830 -20.282 -11.396
C -13.905 -19.599 -4.196
C -14.061 -15.254 -5.765
C -15.932 -12.743 -13.752
C -11.154 -14.551 -5.312
C -10.007 -20.624 -4.234
C -16.062 -10.748 -15.012
C -15.711 -19.455 -6.838
C -18.065 -13.622 -7.679
C -18.032 -9.172 -11.394
C -11.623 -19.576 -6.971
C -14.677 -10.185 -14.756
C -8.204 -11.590 -8.609
C -14.825 -8.674 -14.889
C -13.734 -19.962 -2.733
C -10.048 -13.747 -5.923
C -13.513 -11.721 -10.730
C -5.924 -11.817 -8.161
C -15.320 -19.109 -4.484
C -18.882 -6.856 -11.801
C -11.755 -15.419 -6.418
C -14.405 -16.184 -9.177
C -11.995 -24.274 -11.171
C -18.999 -8.319 -12.195
C -13.798 -13.915 -10.033
C -18.097 -11.675 -6.340
C -14.350 -15.252 -10.356
C -13.691 -22.338 -11.478
C -17.801 -16.104 -7.082
C -17.330 -11.321 -10.869
C -12.249 -22.797 -11.422
C -18.278 -14.730 -6.690
C -13.015 -19.717 -7.532
H -16.449 -18.928 -7.439
H -14.150 -11.235 -9.988
H -14.383 -13.530 -9.184
H -10.608 -10.300 -7.906
H -12.310 -24.665 -10.200
H -14.336 -20.824 -2.448
H -15.585 -20.581 -12.134
H -17.111 -8.965 -11.957
H -21.183 -8.465 -12.236
H -13.677 -18.909 -7.189
H -9.842 -15.183 -3.654
H -12.735 -13.968 -9.742
H -16.306 -11.057 -11.125
H -11.550 -20.938 -10.722
H -14.454 -14.625 -6.560
H -8.297 -11.714 -11.126
H -12.734 -10.426 -15.579
H -5.790 -10.944 -7.507
H -10.949 -24.546 -11.299
H -15.145 -15.880 -8.434
H -13.429 -16.278 -8.699
H -13.052 -17.775 -3.659
H -14.357 -10.435 -13.749
H -11.762 -22.046 -9.489
H -10.383 -13.273 -6.846
H -15.616 -18.351 -3.752
H -20.052 -15.224 -5.574
H -16.709 -16.096 -7.061
H -14.835 -19.726 -7.423
H -12.599 -24.786 -11.923
H -11.781 -22.622 -12.393
H -14.044 -19.139 -2.081
H -16.139 -20.403 -6.492
H -11.908 -13.911 -4.861
H -16.739 -10.390 -14.220
H -13.623 -20.353 -4.928
H -20.318 -15.256 -7.126
H -17.882 -6.537 -12.098
H -20.507 -8.454 -10.760
H -9.783 -12.393 -10.688
H -10.465 -22.093 -10.430
H -14.879 -12.751 -13.446
H -11.142 -10.035 -9.541
H -16.460 -12.204 -12.961
H -15.270 -20.572 -10.431
H -18.434 -13.918 -8.672
H -11.969 -18.647 -4.660
H -17.838 -14.421 -5.740
H -8.494 -12.640 -8.767
H -8.350 -11.300 -7.566
H -13.820 -16.761 -11.854
H -15.319 -15.163 -10.841
H -11.443 -15.333 -3.410
H -20.417 -9.829 -11.651
H -9.912 -11.049 -11.510
H -12.703 -20.189 -2.461
H -19.601 -6.241 -12.343
H -11.096 -20.459 -7.343
H -14.186 -22.674 -10.549
H -19.004 -6.756 -10.725
H -18.872 -8.504 -13.257
H -6.209 -12.655 -7.515
H -17.030 -11.560 -6.503
H -14.734 -19.205 -11.445
H -17.002 -13.514 -7.934
H -14.697 -17.190 -9.487
H -13.031 -19.686 -8.617
H -15.548 -8.365 -14.136
H -17.535 -12.388 -10.889
H -14.219 -22.807 -12.317
H -13.792 -14.751 -4.836
H -11.096 -11.669 -8.920
H -11.051 -16.198 -6.698
H -11.122 -18.701 -7.393
H -16.072 -19.902 -4.453
H -17.960 -8.760 -10.380
H -13.404 -11.104 -11.618
H -18.523 -10.684 -6.203
H -13.215 -17.916 -5.311
H -20.108 -13.754 -6.389
H -18.109 -16.503 -8.048
H -14.884 -15.949 -5.552
H -4.955 -12.041 -8.599
H -15.035 -8.330 -15.903
H -18.036 -16.808 -6.276
H -13.465 -20.584 -7.026
H -13.907 -8.154 -14.607
H -17.435 -11.123 -9.787
H -10.763 -16.443 -4.199
H -13.639 -15.250 -12.281
H -18.173 -12.123 -5.335
H -9.712 -19.133 -5.651
H -9.705 -12.890 -5.335
H -11.911 -14.737 -7.256
H -16.212 -13.791 -13.814
H -8.779 -9.826 -9.698
H -12.519 -15.831 -11.157
H -16.543 -10.428 -15.940
H -14.057 -10.630 -16.711
H -13.711 -11.752 -15.670
H -12.494 -11.858 -10.329
H -9.160 -14.329 -6.178
*
```

Calculated values
**Electronic energy**: -12549.22473 a.u.
**F_max**: 4.845 eV/A
**HOMO-LUMO gap**: 5.09 eV
**Energy above the lowest of the compared OMol25 structures with the same formula, charge and spin**: 0.00 kJ/mol
**LUMO level**: -1.326 eV

Results of the Mulliken charge analysis, in e, for atoms 1 through 6:
1 As 2.152
2 As 2.186
3 As 2.350
4 F -0.270
5 F -0.515
6 F -0.572